[1]
Computed, not measured: C62H47I2O4P3SiTi as an isolated structure, with the ωB97M-V functional and the def2-TZVPD basis.

Output
maximum force = 1.4 eV/A
net charge = +2
spin multiplicity = 1
lowest unoccupied orbital energy = -7.15 eV
DFT total energy = -148296.2832 eV

Each line ends with the Mulliken charge.
Element x y z (Å)
Ti1 -1.363 0.208 -0.133  -1.3016
C1 4.043 -5.792 2.731  -0.6028
C2 3.776 -5.902 1.373  -0.9841
C3 3.541 -4.762 0.620  -0.5976
C4 3.609 -3.490 1.197  1.2658
C5 3.850 -3.396 2.568  -0.6816
C6 4.072 -4.540 3.324  -0.8212
P1 3.084 -2.051 0.192  1.4661
C7 4.387 -1.774 -1.083  0.9344
C8 4.786 -0.478 -1.422  -0.3168
C9 5.614 -0.251 -2.513  -0.8169
C10 6.047 -1.309 -3.298  -0.6644
C11 5.658 -2.600 -2.972  -0.8128
C12 4.830 -2.828 -1.883  -0.6700
C13 3.387 -0.634 1.308  -0.6086
C14 4.713 -0.383 1.673  0.2165
C15 5.052 0.699 2.466  -1.0677
C16 4.058 1.563 2.891  -0.9338
C17 2.737 1.310 2.564  -0.3730
C18 2.356 0.199 1.793  -0.0964
Si1 0.466 -0.161 1.690  2.8068
C19 0.296 -2.020 2.028  0.9022
C20 0.415 -2.595 3.288  -0.2798
C21 0.412 -3.975 3.448  -1.0810
C22 0.312 -4.796 2.339  -1.1196
C23 0.146 -4.248 1.074  -0.7606
C24 0.117 -2.865 0.915  0.8630
P2 -0.525 -2.058 -0.620  0.5236
C25 0.318 -1.270 -2.077  1.1685
C26 1.204 -0.199 -1.950  -0.3656
C27 1.622 0.511 -3.063  -0.9006
C28 1.153 0.174 -4.322  -1.0646
C29 0.247 -0.871 -4.462  -0.9575
C30 -0.177 -1.581 -3.352  -1.0752
C31 -1.343 -3.472 -1.422  0.7841
C32 -0.509 -4.387 -2.071  -0.3815
C33 -1.037 -5.549 -2.605  -0.7230
C34 -2.401 -5.804 -2.502  -0.7935
C35 -3.234 -4.895 -1.870  -0.7830
C36 -2.705 -3.729 -1.329  -0.6962
C37 -0.242 0.827 3.176  0.6088
C38 0.304 0.672 4.455  0.0426
C39 -0.078 1.481 5.512  -1.1457
C40 -0.959 2.535 5.300  -1.2706
C41 -1.493 2.734 4.040  -0.2434
C42 -1.191 1.846 3.004  -0.1054
P3 -1.960 2.060 1.379  1.8776
C43 -3.771 2.250 1.475  0.7931
C44 -4.504 1.796 0.375  -0.2362
C45 -5.886 1.893 0.351  -1.0245
C46 -6.559 2.444 1.431  -0.7511
C47 -5.843 2.899 2.528  -0.7489
C48 -4.460 2.804 2.553  -0.7249
C49 -1.316 3.651 0.799  0.6699
C50 0.065 3.763 0.628  -0.6488
C51 0.607 4.955 0.181  -0.8259
C52 -0.225 6.035 -0.100  -0.7376
C53 -1.596 5.921 0.066  -0.7708
C54 -2.149 4.727 0.512  -0.8829
H1 4.212 -6.682 3.324  0.4188
H2 3.737 -6.877 0.904  0.4303
H3 3.285 -4.870 -0.428  0.2212
H4 3.860 -2.430 3.055  0.2843
H5 4.271 -4.448 4.386  0.4543
H6 4.465 0.367 -0.827  0.3965
H7 5.922 0.761 -2.751  0.4346
H8 6.683 -1.128 -4.155  0.4314
H9 5.999 -3.436 -3.569  0.4515
H10 4.550 -3.846 -1.650  0.2527
H11 5.490 -1.050 1.320  0.6264
H12 6.084 0.868 2.746  0.4367
H13 4.311 2.430 3.489  0.4786
H14 1.981 1.993 2.926  0.4234
H15 0.499 -1.964 4.164  0.2299
H16 0.493 -4.404 4.439  0.4905
H17 0.336 -5.872 2.454  0.4703
H18 0.035 -4.915 0.234  0.4727
H19 1.589 0.094 -0.981  0.1598
H20 2.321 1.327 -2.943  0.6192
H21 1.490 0.723 -5.191  0.5009
H22 -0.137 -1.140 -5.437  0.4947
H23 -0.900 -2.369 -3.486  0.5448
H24 0.550 -4.171 -2.162  0.5918
H25 -0.391 -6.259 -3.105  0.4878
H26 -2.812 -6.713 -2.922  0.4026
H27 -4.297 -5.087 -1.803  0.4604
H28 -3.370 -3.015 -0.862  0.2634
H29 1.071 -0.075 4.624  0.5221
H30 0.348 1.322 6.495  0.4677
H31 -1.219 3.202 6.112  0.4538
H32 -2.118 3.597 3.858  0.5657
H33 -4.008 1.370 -0.488  0.5248
H34 -6.437 1.535 -0.510  0.5085
H35 -7.639 2.512 1.419  0.4212
H36 -6.359 3.327 3.377  0.4896
H37 -3.937 3.153 3.429  0.1782
H38 0.713 2.918 0.842  0.4533
H39 1.677 5.051 0.051  0.5156
H40 0.200 6.966 -0.451  0.4330
H41 -2.242 6.761 -0.153  0.5170
H42 -3.221 4.630 0.634  0.5141
O1 -2.421 0.111 -1.852  -1.0571
C55 -1.919 1.273 -2.042  1.1425
O2 -0.875 1.542 -1.298  0.3709
C56 -2.514 2.305 -2.847  -0.0406
C57 -3.727 2.053 -3.489  -0.3839
C58 -4.420 3.069 -4.129  -1.3875
C59 -3.852 4.326 -4.091  1.0771
O3 -4.340 5.462 -4.605  -0.4630
C60 -3.404 6.506 -4.293  -0.2962
O4 -2.321 5.897 -3.587  -0.5035
C61 -2.625 4.577 -3.468  0.5172
C62 -1.926 3.594 -2.842  -0.6642
H43 -4.127 1.047 -3.480  0.5891
H44 -5.363 2.901 -4.630  0.4870
H45 -3.890 7.250 -3.662  0.2951
H46 -3.045 6.962 -5.213  0.2661
H47 -0.974 3.773 -2.359  0.5863
I1 -3.124 -1.476 1.427  0.6326
I2 -3.980 -0.623 3.853  -0.1378



[2]
Computed, not measured: C62H49BaN12O6 as an isolated structure, with the ωB97M-V functional and the def2-TZVPD basis.

Output
maximum force = 2.1 eV/A
energy relative to the best compared isomer or geometry (same formula, charge and spin) = 2.629 eV
net charge = -1
spin multiplicity = 1
lowest unoccupied orbital energy = 1.75 eV
DFT total energy = -95949.7277 eV

Each line ends with the Mulliken charge.
Element x y z (Å)
Ba1 0.236 -0.345 -0.043  2.9400
C1 3.017 8.848 3.716  -0.8725
O1 3.347 7.547 4.163  -0.4688
C2 2.784 6.499 3.493  0.9435
C3 3.283 5.244 3.805  -0.8136
C4 2.777 4.123 3.169  0.1272
C5 1.769 4.219 2.210  -0.6357
C6 1.269 5.483 1.926  -0.0377
C7 1.764 6.626 2.558  -0.6659
C8 1.263 3.004 1.477  -0.0043
C9 2.080 2.514 0.435  0.3043
C10 3.379 3.056 0.051  -1.3951
C11 3.767 2.391 -1.063  -1.2022
C12 2.688 1.462 -1.399  -0.2299
N1 1.731 1.532 -0.447  -0.1786
C13 2.551 0.814 -2.655  1.5500
C14 1.337 0.325 -3.193  -0.1224
C15 1.077 0.099 -4.616  -1.1927
C16 -0.251 -0.107 -4.742  -1.4903
C17 -0.815 -0.067 -3.392  0.3403
C18 -2.173 -0.297 -3.100  0.3600
C19 -3.100 -0.417 -4.275  -0.5435
C20 -3.402 0.705 -5.055  -0.0009
C21 -4.252 0.620 -6.143  -0.9012
C22 -4.829 -0.602 -6.479  1.0989
O2 -5.657 -0.600 -7.565  -0.4730
C23 -6.203 -1.848 -7.950  -0.8475
C24 -4.549 -1.729 -5.721  -0.6919
C25 -3.685 -1.621 -4.629  -0.3889
C26 -2.771 -0.368 -1.815  0.6714
N2 -2.160 -0.034 -0.656  -0.5312
C27 -3.081 -0.100 0.342  -0.2857
C28 -2.916 0.469 1.619  2.3164
C29 -3.987 0.242 2.637  -0.9397
C30 -5.239 0.854 2.573  0.2240
C31 -6.194 0.634 3.553  -0.9136
C32 -5.908 -0.211 4.620  1.0635
O3 -6.902 -0.367 5.541  -0.4763
C33 -6.598 -1.133 6.692  -0.8476
C34 -4.673 -0.843 4.695  -0.5087
C35 -3.723 -0.608 3.702  -0.4896
C36 -1.855 1.333 1.994  -0.9677
C37 -1.916 2.298 3.081  -1.3934
C38 -0.791 3.056 2.988  -1.2027
C39 -0.019 2.530 1.870  0.7906
N3 -0.698 1.497 1.309  -0.6484
C40 -4.332 -0.620 -0.197  -1.1727
C41 -4.155 -0.744 -1.536  -1.4805
N4 0.182 0.168 -2.498  -0.0526
C42 3.781 0.796 -3.512  -0.8532
C43 3.917 1.593 -4.638  -0.3973
C44 5.081 1.581 -5.410  -0.5564
C45 6.135 0.756 -5.041  1.0314
O4 7.317 0.674 -5.721  -0.4670
C46 7.442 1.490 -6.869  -0.8503
C47 6.023 -0.049 -3.913  -0.8884
C48 4.862 -0.024 -3.164  -0.0274
H1 3.666 9.532 4.256  0.2475
H2 1.976 9.099 3.935  0.3142
H3 3.189 8.957 2.643  0.3639
H4 4.067 5.163 4.548  0.4022
H5 3.172 3.143 3.417  0.4997
H6 0.474 5.578 1.194  0.4703
H7 1.348 7.593 2.312  0.3745
H8 3.908 3.851 0.556  0.4790
H9 4.668 2.547 -1.639  0.4384
H10 1.813 0.116 -5.406  0.5837
H11 -0.802 -0.289 -5.654  0.4615
H12 -2.954 1.657 -4.792  0.5112
H13 -4.484 1.489 -6.746  0.3921
H14 -6.844 -2.262 -7.168  0.3246
H15 -5.420 -2.572 -8.186  0.3371
H16 -6.800 -1.664 -8.839  0.2429
H17 -4.979 -2.690 -5.964  0.3611
H18 -3.458 -2.507 -4.046  0.6478
H19 -5.459 1.524 1.747  0.4911
H20 -7.166 1.112 3.511  0.4057
H21 -6.428 -2.183 6.445  0.3165
H22 -7.461 -1.057 7.346  0.2495
H23 -5.719 -0.746 7.211  0.3377
H24 -4.437 -1.525 5.501  0.3947
H25 -2.767 -1.123 3.732  0.5239
H26 -2.722 2.390 3.797  0.4675
H27 -0.500 3.883 3.622  0.5155
H28 -5.229 -0.823 0.369  0.5637
H29 -4.887 -1.062 -2.265  0.4708
H30 3.103 2.253 -4.918  0.5309
H31 5.147 2.220 -6.279  0.3487
H32 6.686 1.243 -7.617  0.3320
H33 8.428 1.301 -7.282  0.2470
H34 7.355 2.550 -6.615  0.3325
H35 6.856 -0.689 -3.643  0.4208
H36 4.778 -0.650 -2.281  0.5819
N5 3.041 -3.513 0.007  -0.1278
C49 3.323 -3.441 1.320  0.3897
N6 4.285 -4.232 1.815  -0.8065
C50 4.458 -4.097 3.126  0.2771
N7 5.455 -4.835 3.691  -0.3866
N8 3.763 -3.301 3.948  -0.6897
C51 2.846 -2.558 3.322  -0.1194
N9 2.593 -2.562 2.030  0.0956
C52 2.018 -1.635 4.179  0.6594
C53 2.096 -1.710 5.564  -0.5438
C54 1.301 -0.862 6.318  -0.6204
C55 0.462 0.022 5.663  -1.1569
C56 0.456 0.024 4.274  0.0124
N10 1.220 -0.781 3.537  0.3988
H37 3.509 -4.218 -0.530  0.2485
H38 2.166 -3.083 -0.317  0.1621
H39 5.866 -5.563 3.137  0.2574
H40 5.473 -4.899 4.692  0.2476
H41 2.769 -2.423 6.018  0.4857
H42 1.338 -0.896 7.402  0.3806
H43 -0.180 0.704 6.204  0.5258
H44 -0.194 0.699 3.733  0.7530
O5 -1.624 -2.770 1.938  -0.6762
N11 -0.735 -2.316 1.205  -0.3021
N12 -0.334 -3.074 0.224  1.3840
O6 0.659 -2.610 -0.584  -0.9963
C57 -0.885 -4.370 -0.097  -0.2960
C58 -0.021 -5.439 -0.243  -0.2036
C59 -0.533 -6.683 -0.589  -0.6943
C60 -1.899 -6.847 -0.789  -0.4437
C61 -2.753 -5.759 -0.645  -0.8452
C62 -2.249 -4.513 -0.297  0.0611
H45 1.041 -5.288 -0.088  0.3533
H46 0.138 -7.525 -0.707  0.3974
H47 -2.297 -7.821 -1.054  0.3688
H48 -3.818 -5.878 -0.806  0.3955
H49 -2.900 -3.654 -0.181  0.4187



[3]
Computed, not measured: C62H50F5N3O2P3S2SiTaTe as an isolated structure, with the ωB97M-V functional and the def2-TZVPD basis.

Output
maximum force = 6.8 eV/A
net charge = +2
spin multiplicity = 1
lowest unoccupied orbital energy = -6.90 eV
DFT total energy = -153510.5766 eV

Each line ends with the Mulliken charge.
Element x y z (Å)
Ta1 -0.862 -0.872 -0.642  -0.1840
C1 -3.568 0.346 5.182  -0.9161
C2 -4.244 1.226 4.351  -0.8151
C3 -3.892 1.328 3.018  -0.2626
C4 -2.836 0.572 2.508  0.9796
C5 -2.111 -0.246 3.366  -0.1942
C6 -2.494 -0.377 4.690  -1.0560
P1 -2.616 0.495 0.701  2.1684
C7 -4.288 0.083 0.107  1.5019
C8 -4.629 0.384 -1.212  -0.5883
C9 -5.856 -0.012 -1.718  -0.8814
C10 -6.750 -0.705 -0.916  -0.8170
C11 -6.420 -0.994 0.401  -0.5460
C12 -5.192 -0.606 0.913  -2.1298
C13 -2.374 2.224 0.161  -0.0710
C14 -3.483 3.071 0.209  -0.6097
C15 -3.368 4.422 -0.059  -1.0739
C16 -2.124 4.944 -0.374  -1.2544
C17 -1.032 4.102 -0.477  -0.3955
C18 -1.125 2.729 -0.233  1.3132
Si1 0.364 1.599 -0.589  1.3087
C19 1.164 2.019 -2.278  1.1816
C20 1.648 3.315 -2.470  -0.3267
C21 2.305 3.696 -3.629  -1.0168
C22 2.534 2.772 -4.636  -0.9403
C23 2.088 1.474 -4.470  -0.6831
C24 1.403 1.099 -3.314  0.2259
P2 0.856 -0.613 -3.278  2.0282
C25 2.085 -1.737 -3.934  1.0197
C26 2.952 -2.395 -3.066  -0.3539
C27 3.901 -3.267 -3.571  -0.7386
C28 3.987 -3.474 -4.941  -0.8142
C29 3.119 -2.824 -5.809  -0.9882
C30 2.160 -1.960 -5.309  -0.7311
C31 -0.612 -0.729 -4.312  1.0523
C32 -1.064 -1.971 -4.757  -0.5530
C33 -2.218 -2.051 -5.516  -1.0238
C34 -2.892 -0.893 -5.879  -0.7281
C35 -2.410 0.348 -5.486  -0.8437
C36 -1.280 0.436 -4.692  -0.7101
C37 1.927 1.245 0.459  0.0565
C38 2.881 0.439 -0.182  -0.5344
C39 4.026 0.018 0.460  -0.7489
C40 4.279 0.429 1.758  -1.4247
C41 3.392 1.270 2.397  -0.3390
C42 2.201 1.666 1.786  1.1149
P3 1.087 2.899 2.573  0.3867
C43 1.025 2.383 4.330  0.9139
C44 0.339 3.252 5.181  -0.7455
C45 0.257 2.985 6.538  -0.7904
C46 0.870 1.854 7.059  -0.6540
C47 1.532 0.977 6.215  -0.8168
C48 1.589 1.223 4.851  -0.3148
C49 2.377 4.208 2.723  0.2981
C50 2.625 4.962 1.577  -0.2276
C51 3.654 5.888 1.554  -0.6929
C52 4.446 6.068 2.679  -0.5254
C53 4.194 5.333 3.827  -0.7521
C54 3.164 4.403 3.854  -0.5430
H1 -3.878 0.229 6.211  0.4693
H2 -5.065 1.817 4.734  0.5037
H3 -4.454 1.982 2.368  0.3396
H4 -1.254 -0.788 2.999  0.4273
H5 -1.951 -1.046 5.343  0.5491
H6 -3.939 0.932 -1.838  0.3723
H7 -6.115 0.223 -2.741  0.4845
H8 -7.701 -1.026 -1.318  0.4326
H9 -7.127 -1.516 1.033  0.5161
H10 -4.940 -0.825 1.942  0.8137
H11 -4.457 2.657 0.432  0.4134
H12 -4.241 5.059 -0.023  0.4894
H13 -2.008 6.003 -0.558  0.4843
H14 -0.077 4.534 -0.741  0.2248
H15 1.527 4.047 -1.684  -0.1194
H16 2.648 4.716 -3.744  0.4738
H17 3.057 3.058 -5.537  0.4551
H18 2.275 0.740 -5.243  0.4433
H19 2.878 -2.225 -1.998  0.0503
H20 4.570 -3.787 -2.900  0.5356
H21 4.736 -4.146 -5.337  0.4534
H22 3.183 -3.000 -6.874  0.4604
H23 1.466 -1.468 -5.979  0.5260
H24 -0.524 -2.874 -4.514  0.5391
H25 -2.593 -3.018 -5.820  0.5017
H26 -3.789 -0.957 -6.481  0.4536
H27 -2.921 1.251 -5.793  0.4995
H28 -0.927 1.405 -4.362  0.3890
H29 2.724 0.147 -1.213  -0.0016
H30 4.738 -0.615 -0.053  0.5717
H31 5.178 0.101 2.263  0.4500
H32 3.625 1.634 3.390  0.7637
H33 -0.107 4.152 4.772  0.4817
H34 -0.272 3.665 7.192  0.4650
H35 0.825 1.655 8.121  0.4293
H36 2.011 0.093 6.619  0.4395
H37 2.084 0.517 4.196  0.6386
H38 2.006 4.808 0.699  0.3760
H39 3.846 6.467 0.660  0.4272
H40 5.264 6.774 2.659  0.3945
H41 4.807 5.475 4.708  0.4273
H42 2.975 3.835 4.755  0.2601
S1 0.430 -1.710 1.307  -0.2767
C55 1.481 -2.952 0.698  0.4531
N1 1.159 -3.729 -0.309  0.6823
C56 2.149 -4.663 -0.574  -1.2775
C57 2.149 -5.597 -1.608  -0.3457
C58 3.225 -6.455 -1.710  -0.8427
C59 4.288 -6.405 -0.803  -0.5660
C60 4.305 -5.475 0.220  -0.6679
C61 3.233 -4.597 0.313  1.1654
S2 2.989 -3.306 1.462  -0.1609
H43 1.310 -5.648 -2.287  0.5412
H44 3.233 -7.191 -2.502  0.4693
H45 5.108 -7.103 -0.901  0.4269
H46 5.114 -5.433 0.935  0.4716
N2 -2.156 -3.919 2.601  -0.1575
C62 -3.038 -3.177 1.882  -0.2342
N3 -4.326 -3.514 1.882  -0.2967
O1 -2.597 -2.210 1.204  0.2011
H47 -2.486 -4.649 3.214  0.2180
H48 -1.289 -3.472 2.857  0.1690
H49 -4.604 -4.422 2.216  0.3128
H50 -4.896 -3.110 1.155  0.1246
F1 -2.714 -2.570 -1.321  -0.5860
Te1 -1.235 -3.665 -0.398  0.9319
F2 -0.896 -5.286 -1.377  -0.3997
F3 -2.888 -4.745 -0.228  -0.4936
F4 -1.896 -0.089 -1.993  -0.5425
F5 -0.602 -3.071 -2.195  -0.1784
O2 0.680 -0.979 -1.766  0.3608